{"formula": "C55H140N8O18", "method": "ωB97M-V/def2-TZVPD", "symbols": ["C", "C", "C", "O", "H", "H", "H", "H", "H", "H", "H", "H", "C", "C", "C", "O", "H", "H", "H", "H", "H", "H", "H", "H", "C", "C", "C", "O", "H", "H", "H", "H", "H", "H", "H", "H", "C", "O", "C", "C", "N", "C", "C", "O", "C", "H", "H", "H", "H", "H", "H", "H", "H", "H", "H", "H", "H", "H", "H", "H", "C", "O", "C", "C", "N", "C", "C", "O", "C", "H", "H", "H", "H", "H", "H", "H", "H", "H", "H", "H", "H", "H", "H", "H", "C", "O", "C", "C", "N", "C", "C", "O", "C", "H", "H", "H", "H", "H", "H", "H", "H", "H", "H", "H", "H", "H", "H", "H", "C", "O", "C", "C", "N", "C", "C", "O", "C", "H", "H", "H", "H", "H", "H", "H", "H", "H", "H", "H", "H", "H", "H", "H", "C", "O", "C", "C", "N", "C", "C", "O", "C", "H", "H", "H", "H", "H", "H", "H", "H", "H", "H", "H", "H", "H", "H", "H", "C", "O", "C", "C", "N", "C", "C", "O", "C", "H", "H", "H", "H", "H", "H", "H", "H", "H", "H", "H", "H", "H", "H", "H", "C", "O", "C", "C", "N", "C", "C", "O", "C", "H", "H", "H", "H", "H", "H", "H", "H", "H", "H", "H", "H", "H", "H", "H", "C", "C", "C", "O", "C", "N", "H", "H", "H", "H", "H", "H", "H", "H", "H", "H", "H"], "coordinates": [[-2.9906, 2.0380, 4.6206], [-1.5326, 2.5026, 4.7945], [-1.2244, 2.8950, 6.2064], [-0.7011, 1.4934, 4.2699], [-3.1265, 1.6412, 3.6146], [-3.8256, 2.7297, 4.7331], [-3.2265, 1.2672, 5.3543], [-1.2213, 3.3194, 4.1433], [-0.2347, 3.3408, 6.3059], [-1.2256, 2.1324, 6.9852], [-1.9253, 3.6928, 6.4526], [0.1908, 1.7577, 4.5069], [-1.3426, 3.6998, -3.4767], [0.0880, 4.3116, -3.4855], [0.3972, 5.0566, -2.1909], [1.1015, 3.3735, -3.6852], [-1.4550, 2.8142, -2.8513], [-1.6071, 3.4900, -4.5131], [-2.1407, 4.3376, -3.0967], [0.2188, 5.1299, -4.1936], [1.3755, 5.5373, -2.1830], [0.3370, 4.3392, -1.3725], [-0.2821, 5.9030, -2.0894], [1.1900, 3.1724, -4.6197], [0.0398, 1.5957, -8.1828], [0.4360, 1.8718, -6.7392], [1.3069, 0.7661, -5.9824], [1.1925, 3.0680, -6.5749], [0.9701, 1.6320, -8.7495], [-0.5595, 2.3334, -8.7164], [-0.3733, 0.6039, -8.3664], [-0.4128, 2.0518, -6.0794], [0.6064, -0.0215, -5.7049], [1.7585, 1.1504, -5.0678], [2.0817, 0.2765, -6.5724], [1.8805, 2.9530, -7.2345], [-2.2334, -6.2121, 0.4837], [-1.3314, -5.3102, 0.0018], [-1.8499, -4.1467, -0.6048], [-0.8282, -3.8154, -1.6889], [-0.6100, -4.8090, -2.7243], [0.3852, -4.4170, -3.7294], [0.6768, -5.6309, -4.6135], [0.9995, -6.7496, -3.7503], [1.0853, -8.0168, -4.4017], [-2.6954, -6.8647, -0.2571], [-3.0887, -5.7826, 1.0055], [-1.7239, -6.9440, 1.1105], [-1.9195, -3.3283, 0.1118], [-2.8659, -4.3261, -0.9565], [0.0837, -3.4347, -1.2289], [-1.2477, -3.0092, -2.2907], [-0.2750, -5.6570, -2.2898], [1.3061, -4.1252, -3.2244], [0.0069, -3.5581, -4.2838], [1.5371, -5.5607, -5.2791], [-0.2607, -5.8220, -5.1356], [2.0100, -7.9859, -4.9779], [0.2364, -8.1910, -5.0629], [1.1945, -8.8028, -3.6545], [0.5530, -2.7035, -7.5233], [-0.5771, -2.5179, -6.6022], [-1.8853, -2.6494, -7.1655], [-2.9535, -2.4029, -6.0699], [-3.1061, -3.5735, -5.2669], [-4.3329, -3.4038, -4.4753], [-4.7265, -4.6770, -3.6825], [-5.7049, -4.3495, -2.6852], [-6.9339, -3.9238, -3.2653], [1.4554, -2.8961, -6.9431], [0.8355, -1.9169, -8.2229], [0.3145, -3.5370, -8.1841], [-1.9115, -3.6696, -7.5483], [-2.1058, -1.9223, -7.9470], [-3.8831, -2.1481, -6.5788], [-2.7494, -1.5389, -5.4374], [-2.2803, -3.7793, -4.7231], [-5.1380, -3.0773, -5.1335], [-3.9801, -2.6873, -3.7334], [-3.8303, -5.1058, -3.2340], [-5.1192, -5.4165, -4.3804], [-7.6479, -3.6028, -2.5069], [-7.4221, -4.7500, -3.7823], [-6.8208, -3.1179, -3.9905], [3.6866, 5.8813, 0.0752], [2.9184, 4.8170, 0.6910], [3.2130, 3.4954, 0.2216], [4.6919, 3.0838, 0.4628], [5.1451, 3.2743, 1.9068], [6.6080, 3.2008, 2.1924], [6.8704, 3.6971, 3.6010], [6.5028, 5.0912, 3.6265], [5.9501, 5.3692, 4.9375], [4.7648, 5.7923, 0.2081], [3.2891, 6.7471, 0.6048], [3.4206, 5.9314, -0.9806], [2.9568, 3.5664, -0.8355], [2.6169, 2.7343, 0.7252], [5.2623, 3.6967, -0.2351], [4.8686, 2.0589, 0.1366], [4.9137, 4.2048, 2.2241], [7.1349, 3.9025, 1.5458], [6.9241, 2.1674, 2.0500], [7.8923, 3.5457, 3.9488], [6.2432, 3.0760, 4.2405], [6.4557, 4.9180, 5.7912], [4.9390, 4.9629, 4.9636], [5.8211, 6.4471, 5.0355], [4.2525, -3.4698, -8.1029], [3.9200, -2.3657, -7.2296], [4.2765, -2.6349, -5.8834], [3.7557, -1.4623, -5.0871], [4.0801, -1.5099, -3.6756], [2.9949, -0.8614, -2.8636], [3.2365, -1.2563, -1.3828], [4.3554, -0.5694, -0.8364], [4.4713, -0.5923, 0.5485], [5.3246, -3.6475, -8.1875], [3.8661, -3.2801, -9.1043], [3.8103, -4.4163, -7.7920], [5.3558, -2.5487, -5.7581], [3.8820, -3.5419, -5.4254], [2.6809, -1.4387, -5.2667], [4.1367, -0.5552, -5.5563], [4.9098, -0.9427, -3.5756], [2.0070, -1.2061, -3.1692], [3.0416, 0.2211, -2.9820], [3.3881, -2.3350, -1.3421], [2.3176, -1.0401, -0.8378], [5.4155, -0.1013, 0.7842], [4.5008, -1.6608, 0.7620], [3.6343, -0.1151, 1.0582], [2.3559, 6.1327, 6.4345], [2.5511, 4.8541, 5.8518], [1.9375, 4.6650, 4.6365], [2.5292, 3.3866, 3.9831], [2.0645, 2.1700, 4.6766], [2.6127, 1.0078, 3.9189], [2.3481, -0.3795, 4.6126], [3.0547, -1.3433, 3.9082], [2.5429, -2.7000, 3.9658], [2.7067, 6.9869, 5.8555], [2.7086, 6.2052, 7.4633], [1.2944, 6.2993, 6.6177], [2.1475, 5.4925, 3.9588], [0.8607, 4.6152, 4.7987], [3.5815, 3.4696, 4.2548], [2.3640, 3.3703, 2.9058], [2.3291, 2.0730, 5.6465], [3.6608, 1.3014, 3.8618], [2.1799, 1.1312, 2.9261], [1.2611, -0.4202, 4.5439], [2.6866, -0.2988, 5.6456], [1.6181, -2.7957, 3.3968], [2.3812, -3.0224, 4.9944], [3.2615, -3.3845, 3.5150], [-0.4478, 4.6215, 1.4998], [-1.4914, 3.8021, 1.0164], [-2.7460, 4.5141, 0.8244], [-3.6589, 3.6061, -0.0242], [-4.0857, 2.3482, 0.6975], [-4.6798, 1.3522, -0.2003], [-4.9959, 0.0520, 0.5904], [-5.6966, -0.8904, -0.1966], [-4.9716, -1.7025, -1.1615], [-0.7635, 5.1604, 2.3931], [-0.0394, 5.3722, 0.8233], [0.4056, 4.0268, 1.8254], [-2.6711, 5.5021, 0.3701], [-3.2119, 4.7596, 1.7787], [-3.1784, 3.4069, -0.9821], [-4.5133, 4.2447, -0.2485], [-3.3789, 1.8767, 1.2436], [-4.0343, 1.0454, -1.0233], [-5.6339, 1.6948, -0.6007], [-5.6340, 0.2484, 1.4520], [-4.1046, -0.3999, 1.0258], [-4.2738, -2.4532, -0.7906], [-4.3381, -1.0359, -1.7467], [-5.6555, -2.1289, -1.8953], [-2.7014, -3.5930, 3.3084], [-2.7130, -2.6328, 4.3607], [-1.4587, -2.4873, 5.0753], [-1.5855, -1.4514, 6.2943], [-2.4560, -1.9680, 7.3477], [-2.6970, -0.9822, 8.4204], [-3.7398, -1.4324, 9.4321], [-3.8082, -0.5110, 10.4862], [-4.9290, -0.7280, 11.4021], [-1.8951, -4.3260, 3.3351], [-2.5442, -3.0252, 2.3913], [-3.6683, -4.0767, 3.1701], [-0.6861, -2.1892, 4.3666], [-1.1932, -3.4377, 5.5383], [-1.8495, -0.4505, 5.9526], [-0.5733, -1.3080, 6.6725], [-3.3537, -2.2522, 6.9826], [-2.9048, -0.0030, 7.9891], [-1.8037, -0.8308, 9.0265], [-3.3638, -2.3724, 9.8361], [-4.7094, -1.6611, 8.9896], [-4.8416, -1.6148, 12.0299], [-5.8882, -0.7193, 10.8846], [-4.8435, 0.1295, 12.0696], [-0.3079, -0.9051, 1.4081], [-0.6120, 0.4250, 0.7083], [-1.1689, 0.2086, -0.7474], [-0.2415, -0.4019, -1.7068], [-0.7622, -0.5543, -2.9845], [-1.5617, 1.0807, 1.5683], [0.0016, -0.7380, 2.4398], [0.4502, -1.5040, 0.9035], [-1.2120, -1.5110, 1.3495], [0.2558, 1.0838, 0.6757], [-1.4410, 1.1904, -1.1347], [-2.0744, -0.3961, -0.6964], [-0.0722, -1.1471, -3.5851], [-0.8669, 0.4597, -3.3704], [-1.7271, -1.0610, -2.9708], [-1.1596, 1.0892, 2.4948], [-1.6415, 2.0435, 1.2738]], "atomic_forces_ev_per_a": [[-0.005, -0.139, -0.378], [-0.666, 0.066, -0.596], [0.485, 0.770, 0.670], [-0.353, -1.510, 0.521], [0.111, -0.289, 0.076], [0.538, 0.756, 0.158], [0.278, -0.316, -0.089], [-1.000, 0.941, 0.076], [0.194, 0.083, -0.248], [-0.526, -0.379, -0.286], [-0.118, -0.047, 0.346], [1.189, 0.138, 0.060], [0.345, 0.388, -0.470], [-0.299, 1.289, 0.998], [-0.115, -0.278, 0.200], [0.253, -0.749, 0.346], [0.579, -0.246, -0.171], [-0.143, -0.407, 0.014], [0.298, 0.618, -0.053], [-0.609, -0.270, -0.878], [0.261, -0.405, -0.240], [-0.097, 0.296, 0.370], [-0.422, -0.265, 0.320], [0.017, 0.127, -0.416], [0.999, -0.091, -0.351], [0.618, -0.860, 2.074], [-1.586, -0.163, -1.068], [-0.145, 0.463, -1.039], [0.331, -0.287, -0.187], [-0.386, 0.188, 0.699], [-0.105, 0.004, 0.340], [-0.356, -0.202, -0.235], [0.067, -0.281, 0.140], [-0.181, 0.233, -0.123], [0.028, 0.332, -0.348], [0.553, 0.546, 0.057], [-1.121, -1.577, 0.541], [0.896, 0.448, 0.076], [0.721, -0.675, -0.601], [-0.998, 1.245, -1.173], [-0.211, -0.832, 0.300], [0.298, -0.523, 0.876], [-0.189, -0.832, 0.828], [-0.728, 0.183, 0.272], [0.603, 1.156, -0.025], [-0.036, 0.172, -0.820], [0.099, 0.329, 0.428], [0.149, 0.356, 0.416], [0.154, 0.178, 0.142], [-0.041, -0.118, -0.478], [0.293, -0.070, 0.192], [0.008, 0.691, 0.464], [-0.006, -0.277, -0.029], [0.400, 0.289, 0.025], [0.102, -0.091, -0.366], [-0.181, 0.681, -0.365], [0.045, -0.358, -0.448], [0.061, -0.377, -0.426], [-0.120, -0.119, 0.040], [-0.258, 0.193, 0.064], [-1.101, -0.625, 0.433], [1.249, 0.857, -0.690], [0.271, 0.539, 0.785], [1.292, -0.513, -0.987], [-1.563, -1.090, -0.843], [1.805, -1.122, 1.137], [-0.349, 0.916, -0.714], [0.119, -0.079, -0.360], [-0.122, -0.442, -0.077], [-0.286, -0.159, 0.174], [-0.632, 0.842, 0.325], [0.127, -0.456, 0.142], [-0.693, -0.041, -0.189], [0.489, 0.107, -0.386], [-0.144, -0.334, -0.078], [0.521, 0.565, -0.144], [-0.069, 0.039, 0.342], [0.228, 0.218, 0.210], [-1.246, 0.750, 0.427], [-0.160, 0.111, 0.417], [-0.172, -0.210, -0.067], [0.432, 0.052, 0.309], [0.046, -0.261, -0.200], [0.116, 0.153, 0.111], [-1.313, -0.808, 0.634], [0.563, -0.162, 0.674], [1.108, 0.406, 0.236], [0.459, 0.970, 0.720], [-0.091, -0.392, -0.788], [-0.809, 0.242, -0.701], [-0.656, -0.173, -0.627], [0.162, -0.934, 1.731], [-0.952, 0.270, -0.981], [-0.018, -0.068, 0.086], [0.367, 0.230, -0.270], [0.192, 0.100, -0.185], [0.272, -0.879, -0.308], [-0.608, 0.485, 0.107], [0.553, 0.178, 0.010], [-0.232, -0.089, 0.220], [-0.564, 0.233, -0.245], [0.424, -0.248, -0.488], [0.325, 0.103, -0.011], [0.235, 0.160, -0.260], [-0.336, 0.283, 0.403], [0.615, 0.185, -0.218], [-0.152, -0.125, 0.070], [0.445, -0.010, 0.083], [-0.244, 0.398, 0.126], [0.134, -1.678, -0.657], [0.529, 1.379, 0.493], [-0.572, 0.263, -0.598], [-1.196, 0.232, -0.053], [1.833, -0.732, 0.945], [-0.522, 0.538, -0.473], [-0.351, 0.893, -1.886], [0.016, -0.968, -0.290], [0.207, 0.270, 0.172], [-0.019, 0.379, 0.116], [-0.216, 0.002, 0.402], [0.377, -0.791, -0.188], [-0.006, -0.401, -0.473], [-0.194, 0.012, 0.369], [0.063, 0.229, -0.194], [0.169, -0.114, 0.469], [0.210, -0.192, -0.041], [-0.242, 0.227, 0.149], [0.172, -0.225, 0.018], [-0.086, 0.268, 0.324], [-0.103, -0.110, 0.248], [0.150, -0.057, 1.097], [-0.113, 0.079, 0.132], [-1.225, -0.097, 0.464], [1.354, 0.584, 1.798], [-0.318, -0.607, -1.522], [-0.270, 0.790, 2.751], [-1.457, -1.079, -1.146], [0.415, 0.815, 1.135], [-0.074, 2.423, -1.116], [0.034, -1.549, -0.503], [0.164, 0.826, 0.066], [0.364, -0.211, -0.317], [0.821, -0.507, -0.260], [-0.495, 0.038, -0.441], [0.016, 0.310, -0.190], [-0.353, -0.147, -0.306], [0.409, 0.148, -0.904], [-0.004, -0.240, 0.225], [0.346, 0.665, 0.061], [0.557, -1.035, -0.493], [-0.019, -0.740, -0.162], [-0.270, -0.847, 0.296], [-0.132, -0.188, 0.313], [-0.200, 0.160, 0.043], [-0.083, 0.081, 0.144], [0.214, 0.365, -0.011], [0.272, 0.238, 0.885], [-0.456, 1.624, -0.548], [-0.064, -1.253, -0.159], [0.185, -0.453, 1.529], [-0.742, 1.150, -1.271], [-0.241, -0.699, 1.189], [0.220, 0.085, -0.201], [-0.120, -1.323, -0.792], [0.135, 1.891, -0.046], [-0.254, 0.137, 0.224], [-0.339, -0.117, -0.565], [-0.154, -0.426, -0.241], [0.711, -0.086, -0.589], [0.001, -0.491, 0.438], [0.278, -0.203, -0.128], [-0.462, -0.312, 0.009], [0.390, 0.283, -0.197], [0.248, 0.262, -0.382], [0.035, 0.213, -0.139], [-0.187, 0.277, -0.139], [0.469, 0.057, -0.150], [-0.423, -0.229, 0.702], [0.216, 0.240, -0.230], [-0.169, -0.062, 0.667], [0.291, 1.040, -0.626], [0.401, -0.304, 1.019], [-1.152, 0.800, 0.906], [-0.066, -1.098, -1.438], [0.119, 0.224, 0.744], [0.320, 0.000, -0.215], [0.524, -0.836, -0.069], [-1.329, 0.078, 0.718], [1.366, 0.902, -0.492], [-0.004, -0.148, 0.500], [0.111, -0.028, -0.346], [-0.030, -0.040, 0.570], [0.163, 0.232, 0.079], [0.097, -0.239, -0.092], [-0.411, 0.058, -0.366], [0.174, -0.322, 0.250], [-0.011, 0.016, -0.406], [-0.457, 0.309, 0.023], [0.384, -0.130, -0.194], [-0.050, -0.438, -0.004], [-0.318, 0.320, -0.173], [0.225, -0.341, -0.309], [0.022, -0.017, -0.126], [-0.337, -0.022, -0.012], [0.309, -0.131, -0.956], [0.511, -1.126, -0.602], [0.764, 0.088, -0.081], [0.193, -0.074, 2.556], [-0.234, 0.684, 0.106], [-0.937, -0.178, -0.615], [-0.133, -0.058, 0.053], [0.271, 0.155, -0.076], [-0.171, 0.063, 0.424], [0.686, -0.297, -0.519], [-0.164, 0.248, -0.130], [-0.178, -0.200, 0.079], [0.020, 0.123, -0.008], [-0.245, -0.006, -0.770], [-0.324, -0.043, -0.088], [-0.115, 0.071, 0.313], [0.255, 0.104, 0.190]], "e_tot_ev": -108068.343, "orbital_gap_ha": 0.3238, "smiles": "COC[C@H](C)N.COCCNCCOC.COCCNCCOC.COCCNCCOC.COCCNCCOC.COCCNCCOC.COCCNCCOC.COCCNCCOC.CC(C)O.CC(C)O.CC(C)O", "spin_multiplicity": 1, "lumo_ev": 0.63, "homo_ev": -8.18}